1.
{"formula": "C4H9N3O2S", "method": "the ωB97M-V functional and the def2-TZVPD basis", "elements": ["C", "C", "C", "C", "N", "N", "N", "O", "O", "S", "H", "H", "H", "H", "H", "H", "H", "H", "H"], "coordinates": [[-0.851567, 1.138307, 1.701584], [0.442352, -0.043473, -0.032699], [0.128492, 2.116367, 2.098470], [1.350643, -1.962261, -2.816737], [-0.751985, 0.319448, 0.557342], [-1.717070, 0.942860, 2.650434], [0.171310, -1.751581, -2.167392], [1.549788, 0.323742, 0.347238], [1.795407, 0.092123, 2.865291], [1.882566, 1.254799, 2.009032], [0.152889, 3.049534, 1.363530], [0.060850, 2.513301, 3.049613], [2.051604, -1.056058, -3.255160], [1.048559, -2.359074, -3.835526], [2.167643, -2.455612, -2.169204], [-1.459588, -0.126522, 0.014091], [-1.809516, 1.541332, 3.470644], [-2.444492, 0.217734, 2.688492], [-0.629255, -1.331413, -2.725629]], "forces_ev_per_angstrom": [[-1.103, -1.516, 0.960], [-0.621, -0.183, -0.382], [2.793, 1.640, -4.889], [2.427, 0.068, -1.571], [1.628, 1.066, 0.791], [-1.669, -1.133, -0.242], [-0.802, 2.871, -0.202], [0.364, 0.691, 0.157], [0.051, 1.166, -0.128], [-0.745, -0.899, 0.544], [0.175, -1.978, 1.162], [-0.341, 0.421, 2.144], [-1.885, -0.827, 1.320], [0.914, -0.630, 0.976], [-1.438, 0.073, -1.162], [-1.515, -0.050, 0.566], [0.492, 0.202, -0.303], [0.368, 0.079, -0.635], [0.907, -1.061, 0.896]], "charge": 2, "gap_ev": [7.708, 6.180], "multiplicity": 3, "fmax_ev_per_a": 5.865, "s2": 2.020, "e_tot_ha": -869.8422}

***

2.
{"formula": "C4H9N3O3", "method": "the ωB97M-V functional and the def2-TZVPD basis", "elements": ["C", "C", "C", "C", "H", "H", "H", "H", "H", "H", "H", "H", "H", "N", "N", "N", "O", "O", "O"], "coordinates": [[-1.622158, 1.120027, -0.112949], [-1.578530, -0.558047, -0.014834], [0.477789, -0.303003, 1.233865], [1.813364, 0.252826, 0.391641], [-0.783527, 1.456449, -2.027789], [0.029253, 2.251783, -0.469787], [-1.667400, 1.615880, 0.846347], [-2.539420, 1.262253, -0.785393], [-0.973560, -2.095895, 0.966759], [0.575109, -0.970417, 2.160617], [-0.037772, 0.594852, 1.788604], [2.759155, -0.120464, -1.581622], [0.867283, -2.520012, -0.746974], [-0.335314, 1.378016, -0.968280], [-0.339449, -1.191473, 0.132079], [1.973848, -0.563318, -0.788293], [-2.944860, -1.033890, -0.031410], [2.305151, 1.357622, 0.551116], [2.021034, -1.933187, -0.543696]], "forces_ev_per_angstrom": [[0.730, -3.763, -3.782], [-8.539, 1.939, 0.308], [0.769, -0.215, 0.173], [-1.641, -0.263, -0.856], [2.138, 0.648, 3.660], [-0.305, -1.054, -2.281], [0.015, -0.001, 0.002], [1.148, 0.090, 1.594], [2.592, 2.639, -3.246], [0.769, 0.518, -1.765], [0.611, -1.451, -2.009], [-2.805, -2.076, 3.190], [4.580, 3.342, 0.560], [-3.150, 1.649, -0.140], [-4.447, -1.443, 6.140], [2.326, 2.027, -0.587], [8.997, 1.503, 0.061], [-0.650, -1.972, -0.051], [-3.139, -2.114, -0.974]], "charge": 0, "relative_energy_kcal_mol": 239.94, "gap_ev": 9.106, "fmax_ev_per_a": 9.122, "e_tot_ha": -547.4637}

***

3.
{"formula": "C4H9N3S", "method": "the ωB97M-V functional and the def2-TZVPD basis", "elements": ["C", "C", "C", "C", "H", "H", "H", "H", "H", "H", "H", "H", "H", "N", "N", "N", "S"], "coordinates": [[3.923143, 1.031755, -0.242233], [1.758116, -0.174144, -0.106710], [-0.233430, -1.151598, 0.034647], [-3.222660, 1.336575, 0.355497], [3.434640, 1.646398, -1.020066], [4.838006, 0.599721, -0.716267], [4.284804, 1.669856, 0.573729], [3.414241, -0.693232, 0.854582], [1.267394, 0.549492, -0.733149], [-0.764423, -2.102539, -0.100552], [-2.597635, 2.164516, -0.028367], [-3.147208, 1.314078, 1.495300], [-4.320225, 1.416269, 0.051495], [3.019988, 0.021065, 0.252345], [1.082443, -1.220545, 0.303989], [-0.945188, -0.065011, 0.135980], [-2.616332, -0.248041, -0.341882]], "forces_ev_per_angstrom": [[0.651, 0.293, -0.658], [-0.806, -1.314, 0.707], [-2.836, 0.487, 0.660], [-0.535, -0.395, 0.870], [0.114, -0.253, 0.536], [-0.751, 0.053, 0.293], [-0.256, 0.014, -0.189], [-0.189, 0.158, -0.087], [0.067, 0.530, -0.337], [0.373, -0.019, -0.250], [-0.558, -0.411, 0.090], [-0.169, 0.026, -1.568], [1.558, 0.056, 0.353], [0.756, -0.274, 0.187], [1.829, 1.073, -0.467], [0.185, -0.804, -0.680], [0.565, 0.780, 0.540]], "charge": 0, "relative_energy_kcal_mol": 29.41, "smiles": "CN/C=N/C=N/SC", "gap_ev": 8.387, "fmax_ev_per_a": 2.952, "e_tot_ha": -720.2265}

***

4.
{"formula": "C4H9N3S", "method": "the ωB97M-V functional and the def2-TZVPD basis", "elements": ["C", "C", "C", "C", "H", "H", "H", "H", "H", "H", "H", "H", "H", "N", "N", "N", "S"], "coordinates": [[-0.282257, 1.000020, -2.180642], [-0.696484, 1.296121, 0.297502], [1.420104, -0.559586, 0.493927], [0.320742, -1.318508, 1.227997], [0.256438, 0.198689, -2.718829], [-1.312424, 0.761030, -2.270297], [-0.232468, 2.069253, -2.533194], [-0.142106, 1.244652, 1.211304], [-2.628666, 1.874379, -0.435703], [2.468291, -1.120420, 0.507075], [-0.557685, -1.514340, 0.643142], [0.080450, -0.908040, 2.270450], [1.143593, -2.977600, 3.039469], [-0.020496, 0.760290, -0.787130], [-1.803892, 1.928893, 0.408781], [1.277780, 0.250038, -0.558212], [0.709080, -2.984870, 1.384363]], "forces_ev_per_angstrom": [[-0.513, 0.171, 0.034], [-1.101, 0.894, -1.133], [1.188, -0.128, -3.402], [0.088, 2.034, 1.599], [-0.019, 1.083, -0.121], [-1.195, -0.287, -0.528], [0.766, -1.050, 0.337], [0.668, -0.049, 0.367], [3.615, 0.171, 2.437], [-2.101, 1.699, 0.292], [-0.858, 1.490, -0.484], [-0.037, -0.339, -1.791], [-0.843, -0.179, -3.966], [1.331, -0.400, 1.341], [-2.878, -0.816, -2.438], [-0.222, -1.680, 2.722], [2.109, -2.616, 4.733]], "charge": 0, "relative_energy_kcal_mol": 108.48, "gap_ev": 8.537, "fmax_ev_per_a": 5.805, "e_tot_ha": -720.1005}

***

5.
{"formula": "C4H9N4", "method": "the ωB97M-V functional and the def2-TZVPD basis", "elements": ["C", "C", "C", "C", "N", "N", "N", "N", "H", "H", "H", "H", "H", "H", "H", "H", "H"], "coordinates": [[1.126535, 1.704691, 0.108602], [2.189418, 0.936355, -0.011390], [0.656467, -1.150906, -0.338505], [3.102810, -0.050398, 0.018724], [-0.090537, 1.072767, -0.146398], [-0.124594, -0.156730, -0.312554], [1.009108, -2.389705, -0.416368], [-2.431686, 2.032138, 0.013175], [1.204475, 2.733787, 0.422982], [3.743362, -0.177312, -0.835302], [3.189545, -0.505328, 0.961351], [-0.950913, 1.638161, 0.053182], [1.202012, -2.816994, -1.299360], [0.772645, -3.120704, 0.205467], [-2.886478, 1.956410, 0.935287], [-3.006469, 1.516335, -0.636707], [-2.004072, 2.941643, -0.172112]], "forces_ev_per_angstrom": [[2.292, -1.232, -0.010], [1.129, -1.002, 0.347], [-2.907, 3.645, 0.280], [-1.937, 3.018, -0.838], [1.500, 2.915, 0.559], [1.697, -6.278, -0.491], [-0.075, 0.305, -1.044], [-0.394, -0.060, 1.944], [-0.497, 0.070, -0.116], [0.244, -0.519, -0.025], [0.736, -0.893, 0.905], [-1.044, -1.352, -0.478], [0.346, 0.299, -0.935], [-0.239, -0.160, 1.694], [0.431, 0.581, -0.721], [0.231, 0.794, -0.631], [-1.512, -0.131, -0.440]], "charge": 1, "relative_energy_kcal_mol": 113.82, "gap_ev": 9.086, "fmax_ev_per_a": 6.521, "e_tot_ha": -376.4256}

***

6.
{"formula": "C4H9N4", "method": "the ωB97M-V functional and the def2-TZVPD basis", "elements": ["C", "C", "C", "C", "N", "N", "N", "N", "H", "H", "H", "H", "H", "H", "H", "H", "H"], "coordinates": [[1.802006, 0.932566, -0.142814], [-0.736024, -0.173223, -0.218267], [-2.129134, -0.723741, -0.004991], [2.103556, -0.038251, 1.954143], [0.054430, -0.322385, 0.726504], [-0.396604, 0.252814, -1.447751], [1.315478, 0.222445, 0.770899], [-1.063925, 0.543150, -2.543962], [2.925115, 1.097765, -0.268187], [-2.969163, 0.031631, -0.160239], [-2.457996, -1.588923, -0.566779], [-2.280698, -0.935623, 1.056101], [1.743572, 0.795515, 2.675827], [1.698619, -0.925013, 2.347435], [3.177424, 0.055064, 1.705981], [-2.056568, 0.813186, -2.490543], [-0.730087, -0.036977, -3.393358]], "forces_ev_per_angstrom": [[1.064, 0.203, -1.492], [-3.291, 0.079, -3.524], [-1.950, 1.142, 0.945], [-0.650, 2.566, 1.647], [1.886, -0.237, 4.560], [1.757, 0.264, -1.239], [-0.206, 0.173, -2.172], [0.283, -1.775, 0.215], [-1.691, 0.116, 0.086], [1.367, -0.415, -0.260], [0.603, -0.222, -0.369], [0.419, -0.270, -0.153], [1.061, -1.343, -0.899], [0.295, -1.456, 0.559], [-0.731, -0.412, 0.466], [0.552, -0.050, -0.101], [-0.768, 1.637, 1.732]], "charge": 1, "relative_energy_kcal_mol": 154.93, "gap_ev": [8.574, 7.405], "fmax_ev_per_a": 4.940, "e_tot_ha": -376.3601}

***

7.
{"formula": "C4H9N4O", "method": "the ωB97M-V functional and the def2-TZVPD basis", "elements": ["C", "C", "O", "C", "N", "N", "N", "C", "N", "H", "H", "H", "H", "H", "H", "H", "H", "H"], "coordinates": [[1.926284, -0.826732, -0.133920], [1.474732, 0.562021, -0.666064], [1.037140, 1.371282, 0.450645], [-0.324899, 1.629126, 0.468971], [-1.187995, 0.441222, 0.197396], [-2.092898, 0.590767, -0.702896], [-2.707849, -0.569304, -0.802692], [-2.168353, -1.410011, 0.052198], [-1.180908, -0.757080, 0.713205], [3.020497, -0.821815, -0.061425], [1.626017, -1.668533, -0.772171], [1.562960, -1.021374, 0.887115], [0.758695, 0.522383, -1.499714], [2.372516, 1.055501, -1.062030], [-0.559719, 2.008376, 1.476628], [-0.611850, 2.421907, -0.235333], [-2.392438, -2.453373, 0.244006], [-0.551932, -1.074361, 1.446080]], "forces_ev_per_angstrom": [[0.060, 0.104, -0.161], [1.190, -0.329, 0.040], [-1.079, -0.669, -0.352], [1.263, 1.190, 1.333], [0.765, 2.467, -0.328], [-0.074, -1.319, 0.207], [-0.912, -0.401, -0.543], [0.760, 0.126, 0.631], [-0.843, -0.993, -0.295], [-0.313, -0.199, 0.025], [0.093, 0.304, 0.050], [0.059, 0.189, -0.291], [-0.106, 0.034, 0.444], [-0.415, 0.035, 0.067], [-0.022, -0.320, -0.265], [-0.328, -0.710, -0.243], [-0.176, 0.248, -0.200], [0.078, 0.244, -0.120]], "charge": 1, "relative_energy_kcal_mol": 82.00, "smiles": "CCOCn1nnc[nH+]1", "gap_ev": 10.041, "fmax_ev_per_a": 2.604, "e_tot_ha": -451.7251}

***

8.
{"formula": "C4H9N4O", "method": "the ωB97M-V functional and the def2-TZVPD basis", "elements": ["C", "C", "C", "C", "N", "N", "N", "N", "O", "H", "H", "H", "H", "H", "H", "H", "H", "H"], "coordinates": [[0.984708, 0.040342, -0.413884], [-2.259401, -1.268043, -0.784559], [-1.407659, -0.275412, -0.126178], [-0.416338, 1.613402, 0.871345], [1.638434, -1.013291, -0.211542], [-0.350484, 0.371304, 0.175422], [1.581177, 1.108333, -1.060466], [1.343602, -2.059050, 0.492271], [-2.655666, -0.027065, -0.070131], [-2.511361, -1.294627, -1.888238], [-2.354128, -2.235556, -0.212599], [-1.454011, 1.756464, 1.327419], [0.380750, 1.526991, 1.673679], [-0.157172, 2.512718, 0.204364], [1.419249, 1.315904, -2.068903], [2.497890, 1.241696, -0.761391], [0.964243, -1.735056, 1.330351], [2.160690, -2.609386, 0.842704]], "forces_ev_per_angstrom": [[0.534, -0.734, -0.200], [0.853, -1.244, -0.196], [0.208, -0.441, -1.997], [-0.152, 2.572, 1.706], [1.477, 1.770, -2.473], [0.390, -1.045, -1.146], [-2.048, 0.753, -1.302], [0.230, -2.407, 1.902], [-1.260, 0.117, 1.035], [0.624, 0.298, 1.486], [-0.370, 1.245, -0.628], [1.537, -0.201, -0.548], [-1.130, 0.499, -0.732], [-0.439, -1.596, 0.917], [0.066, -0.523, 1.370], [1.694, 0.245, 0.143], [-1.732, 0.036, 2.005], [-0.483, 0.655, -1.340]], "charge": 1, "relative_energy_kcal_mol": 100.94, "smiles": "C[N+](/C(N)=N\\N)=C1/CO1", "gap_ev": 9.475, "fmax_ev_per_a": 3.381, "e_tot_ha": -451.6949}